1.
The following is a quantum chemistry calculation of 2 unconnected molecules or ions with the total composition C2HIO2 in a non-equilibrium geometry, from OMol25.

The calculation puts the total energy at -14283.195 eV. The highest occupied orbital energy comes out at -8.876 eV. As for the energy relative to the best compared isomer or geometry (same formula, charge and spin): 37.3 kcal per mole.

CARTESIAN COORDINATES (ANGSTROEM)
1 C -0.420 -0.362 0.562
2 C -2.072 0.928 0.441
3 O -0.837 -1.450 0.561
4 O -2.103 2.096 0.202
5 I -3.681 -0.354 0.482
6 H 0.674 0.120 0.686

2.
The following is a quantum chemistry calculation of a molecular structure, C42H52GaNO4P2S3Si, from OMol25.

As for the multiplicity: 2. The calculation puts the total energy at -165423.901 eV. The highest occupied orbital energy (alpha / beta) comes out at -1.999 / -4.739 eV. The expectation value of S² is 0.767. Its charge is -1. As for the energy relative to the best compared isomer or geometry (same formula, charge and spin): 0.0 kcal per mole.

CARTESIAN COORDINATES (ANGSTROEM)
1 Ga -0.095 -0.660 -0.889
2 S -2.050 0.600 -2.783
3 P -1.152 1.844 -1.527
4 C 0.392 1.247 -1.007
5 P 1.894 1.565 -1.822
6 S 2.896 0.017 -2.519
7 C 1.706 2.771 -3.186
8 C 2.014 4.121 -3.069
9 C 1.898 4.965 -4.165
10 C 1.473 4.464 -5.387
11 C 1.157 3.118 -5.508
12 C 1.276 2.275 -4.415
13 C 2.958 2.483 -0.636
14 C 4.345 2.410 -0.716
15 C 5.137 3.112 0.180
16 C 4.552 3.896 1.166
17 C 3.169 3.967 1.258
18 C 2.380 3.258 0.364
19 C -1.199 3.582 -2.103
20 C -1.640 3.895 -3.379
21 C -1.737 5.222 -3.778
22 C -1.400 6.240 -2.901
23 C -0.970 5.932 -1.616
24 C -0.877 4.610 -1.218
25 C -2.160 2.071 -0.016
26 C -1.597 1.992 1.249
27 C -2.370 2.244 2.376
28 C -3.709 2.575 2.242
29 C -4.278 2.651 0.975
30 C -3.506 2.400 -0.147
31 H 2.348 4.523 -2.121
32 H 2.137 6.016 -4.060
33 H 1.385 5.123 -6.242
34 H 0.818 2.720 -6.457
35 H 1.043 1.222 -4.509
36 H 4.788 1.782 -1.479
37 H 6.216 3.043 0.112
38 H 5.173 4.439 1.868
39 H 2.704 4.562 2.035
40 H 1.300 3.268 0.457
41 H -1.901 3.089 -4.054
42 H -2.072 5.457 -4.780
43 H -1.476 7.274 -3.214
44 H -0.715 6.724 -0.922
45 H -0.576 4.372 -0.205
46 H -0.551 1.730 1.344
47 H -1.922 2.174 3.359
48 H -4.312 2.770 3.120
49 H -5.326 2.901 0.863
50 H -3.950 2.447 -1.136
51 C 1.742 0.392 2.457
52 C 1.891 -1.063 2.038
53 C 2.064 -1.950 3.264
54 C 3.054 -1.238 1.080
55 O 0.683 -1.406 1.311
56 Si -0.715 -2.260 1.561
57 S -2.006 -1.395 0.175
58 O -0.592 -3.848 1.258
59 C 0.069 -5.057 1.595
60 C 0.039 -5.274 3.104
61 C 1.496 -4.990 1.068
62 C -0.701 -6.177 0.898
63 O -1.121 -2.049 3.142
64 C -2.396 -2.179 3.771
65 C -2.111 -2.573 5.217
66 C -3.247 -3.247 3.093
67 C -3.089 -0.823 3.707
68 H 2.654 0.750 2.939
69 H 0.909 0.491 3.158
70 H 1.542 1.008 1.582
71 H 2.901 -1.574 3.856
72 H 2.297 -2.977 2.975
73 H 1.169 -1.944 3.882
74 H 3.983 -0.929 1.564
75 H 2.923 -0.639 0.178
76 H 3.146 -2.280 0.771
77 H 0.451 -4.415 3.632
78 H 0.621 -6.159 3.367
79 H -0.986 -5.423 3.450
80 H 2.076 -4.242 1.612
81 H 1.489 -4.712 0.015
82 H 1.989 -5.959 1.182
83 H -1.764 -6.090 1.128
84 H -0.347 -7.153 1.236
85 H -0.574 -6.117 -0.183
86 H -1.669 -3.569 5.260
87 H -3.029 -2.571 5.807
88 H -1.409 -1.864 5.658
89 H -2.733 -4.209 3.093
90 H -3.468 -2.976 2.060
91 H -4.193 -3.357 3.626
92 H -2.512 -0.081 4.263
93 H -4.088 -0.883 4.144
94 H -3.175 -0.488 2.672
95 O 0.703 -2.232 -1.505
96 N 0.063 -2.851 -2.547
97 C -0.919 -3.782 -2.286
98 C -1.559 -4.389 -3.320
99 C -1.248 -4.070 -4.666
100 C -0.255 -3.086 -4.880
101 C 0.385 -2.486 -3.842
102 H -1.135 -3.940 -1.242
103 H -2.328 -5.113 -3.081
104 H -1.763 -4.539 -5.490
105 H 0.017 -2.780 -5.882
106 H 1.158 -1.736 -3.923

3.
The following is a quantum chemistry calculation of a molecular structure, CH2Cl2N2O2 in a non-equilibrium geometry, from OMol25.

The calculation puts the total energy at -33180.740 eV. The highest occupied orbital energy (alpha / beta) comes out at -9.330 / -10.440 eV. As for the energy relative to the best compared isomer or geometry (same formula, charge and spin): 82.5 kcal per mole.

CARTESIAN COORDINATES (ANGSTROEM)
1 C -0.410 1.253 -0.563
2 N -1.050 0.171 -0.119
3 N 1.285 -1.607 0.133
4 O -1.675 -0.520 -0.875
5 O -1.008 -0.006 1.174
6 Cl 0.286 -1.953 1.308
7 Cl 2.593 -0.617 0.638
8 H -0.310 1.376 -1.642
9 H 0.288 1.902 -0.055

4.
The following is a quantum chemistry calculation of a molecular structure, Cl4Pt in a non-equilibrium geometry, from OMol25.

As for the multiplicity: 3. The calculation puts the total energy at -53339.463 eV. The highest occupied orbital energy (alpha / beta) comes out at -1.114 / -1.277 eV. The expectation value of S² is 2.006. Its charge is -2. As for the energy relative to the best compared isomer or geometry (same formula, charge and spin): 2.6 kcal per mole.

CARTESIAN COORDINATES (ANGSTROEM)
1 Pt -0.282 -0.126 -0.214
2 Cl -0.274 -2.289 1.002
3 Cl -0.796 1.231 1.997
4 Cl 2.256 0.335 -0.466
5 Cl -0.904 0.850 -2.319

5.
The following is a quantum chemistry calculation of C3H6OS2 in the gas phase in a non-equilibrium geometry, from OMol25.

Its SMILES is CSCOC=S. The calculation puts the total energy at -26924.829 eV. The highest occupied orbital energy comes out at -8.955 eV. As for the energy relative to the best compared isomer or geometry (same formula, charge and spin): 37.2 kcal per mole.

CARTESIAN COORDINATES (ANGSTROEM)
1 C -1.319 -0.878 1.782
2 S -0.722 0.626 1.209
3 C 0.367 0.143 -0.159
4 O 0.783 1.318 -0.803
5 C 1.177 1.070 -2.036
6 S 1.927 2.194 -2.915
7 H -0.545 -1.539 2.176
8 H -1.913 -1.454 1.113
9 H -1.906 -0.576 2.635
10 H -0.143 -0.517 -0.852
11 H 1.211 -0.432 0.235
12 H 1.083 0.045 -2.385

6.
The following is a quantum chemistry calculation of a molecular structure, C6H8S2 in a non-equilibrium geometry, from OMol25.

The calculation puts the total energy at -28019.006 eV. The highest occupied orbital energy comes out at -8.456 eV. As for the energy relative to the best compared isomer or geometry (same formula, charge and spin): 70.0 kcal per mole.

CARTESIAN COORDINATES (ANGSTROEM)
1 C -2.929 -0.524 -0.001
2 C -1.413 -0.682 0.134
3 C -0.592 -0.112 -0.966
4 C -0.361 0.014 1.127
5 C 0.954 -0.793 0.745
6 C 0.879 -0.801 -0.783
7 H -3.403 -0.564 0.983
8 H -3.177 0.566 -0.286
9 H -3.364 -1.345 -0.698
10 H -1.384 -1.767 0.001
11 H -0.967 -0.081 -2.035
12 H -0.747 0.225 2.161
13 H 1.399 -1.789 1.217
14 H 0.908 -1.744 -1.394
15 S -0.360 1.514 -0.064
16 S 2.329 -0.021 -0.029